Entry 1:
2 unconnected molecules or ions with the total composition CHN2O3P in a non-equilibrium geometry, computed with ωB97M-V with the def2-TZVPD basis set.

```
8
Properties=species:S:1:pos:R:3:forces:R:3
P -1.159129 0.311369 2.198087 -0.933 0.311 0.990
O -2.272728 1.033181 1.524778 0.219 -0.066 -0.251
O -1.330112 -1.120974 2.545913 0.179 -0.249 -0.238
O -0.033243 1.078883 2.780299 0.366 0.066 -0.186
N 0.394926 -1.064235 -2.111716 -0.834 -0.957 -0.568
N 1.522335 0.191807 -1.673210 0.966 1.006 0.073
C 0.453439 -0.249350 -1.123512 -0.211 -0.083 0.869
H -0.105239 -0.072437 -0.168556 0.248 -0.028 -0.689
```
Positions in Å, forces in eV/Å.

* frontier orbital gap: 4.8 eV
* energy relative to the best compared isomer or geometry (same formula, charge and spin): 90.6 kcal per mole
* LUMO: 6.69 eV
* charge: -2



Entry 2:
A molecular structure, CHN2O3S2 in a non-equilibrium geometry, computed with ωB97M-V with the def2-TZVPD basis set.

```
9
Properties=species:S:1:pos:R:3:forces:R:3
S -0.293122 0.509685 -0.038122 0.529 -1.504 -2.308
S 2.304023 0.818702 0.007990 2.046 0.237 1.287
O -0.097093 0.977043 1.294619 -0.366 0.433 1.747
O 0.982118 1.090569 -0.912692 -1.406 -0.204 0.471
O -1.384488 1.053485 -0.735139 -1.820 0.476 -0.839
N -1.934227 -2.566064 -0.319472 0.382 0.331 -0.081
N -0.030393 -1.051648 -0.197077 1.720 2.559 0.376
C -1.051221 -1.800484 -0.274672 -2.689 -2.300 -0.018
H 1.504400 0.968708 1.174562 1.605 -0.028 -0.635
```
Positions in Å, forces in eV/Å.

* frontier orbital gap: 8.0 eV
* energy relative to the best compared isomer or geometry (same formula, charge and spin): 4.7 kcal per mole
* LUMO: 3.18 eV
* charge: -1



Entry 3:
2 unconnected molecules or ions with the total composition CHN2O5 in a non-equilibrium geometry, computed with ωB97M-V with the def2-TZVPD basis set.

```
9
Properties=species:S:1:pos:R:3:forces:R:3
O 1.517474 1.992457 1.467671 -0.785 0.682 -0.198
O -0.910416 0.292617 0.785843 -0.457 1.821 3.744
O 1.165048 -0.153167 2.208476 -0.237 0.010 0.482
O -1.850972 -0.656751 -0.896696 -0.664 -0.951 -0.210
O 0.176416 -0.801517 -2.137831 -0.662 -0.619 -0.035
N -0.809384 -0.216254 -0.296978 -1.644 -0.477 -2.920
N 0.282250 -0.208452 -0.896711 2.882 0.280 -0.234
C 1.176997 0.931377 1.794508 1.378 -1.009 -0.018
H -0.747412 -1.180310 -2.028282 0.189 0.262 -0.611
```
Positions in Å, forces in eV/Å.

* frontier orbital gap: 7.7 eV
* energy relative to the best compared isomer or geometry (same formula, charge and spin): 7.8 kcal per mole
* LUMO: 3.76 eV
* charge: -1



Entry 4:
A molecular structure, CHN2OS in a non-equilibrium geometry, computed with ωB97M-V with the def2-TZVPD basis set.

```
6
Properties=species:S:1:pos:R:3:forces:R:3
S -0.300328 -1.008681 0.876189 -2.767 -0.687 1.457
O -0.839560 -0.102807 -1.556413 0.233 0.147 0.537
N 2.025173 0.957711 0.029811 1.481 0.326 -0.207
N -0.305061 0.204277 -0.321239 0.475 0.083 -1.663
C 1.002756 0.511364 -0.250169 -0.418 1.159 -0.375
H -1.582980 -0.561865 1.221821 0.996 -1.029 0.250
```
Positions in Å, forces in eV/Å.

* frontier orbital gap: 6.5 eV
* energy relative to the best compared isomer or geometry (same formula, charge and spin): 52.3 kcal per mole
* LUMO: 3.60 eV
* charge: -1



Entry 5:
CHN3O in the gas phase in a non-equilibrium geometry, computed with ωB97M-V with the def2-TZVPD basis set.

```
6
Properties=species:S:1:pos:R:3:forces:R:3
O -0.521991 1.262626 -0.011877 1.184 3.616 0.061
N -0.773173 -0.747351 0.182011 -0.931 -2.056 0.086
N -1.405701 0.339566 0.255554 1.648 -1.538 -0.601
N 0.776583 0.754944 -0.180818 -1.686 2.282 -0.600
C 0.538524 -0.475015 -0.142769 0.143 -1.623 1.393
H 1.385758 -1.134770 -0.102102 -0.358 -0.681 -0.340
```
Positions in Å, forces in eV/Å.

* frontier orbital gap: 12.1 eV
* energy relative to the best compared isomer or geometry (same formula, charge and spin): 94.6 kcal per mole
* LUMO: 0.20 eV



Entry 6:
CHN3O in the gas phase in a non-equilibrium geometry, computed with ωB97M-V with the def2-TZVPD basis set.

```
6
Properties=species:S:1:pos:R:3:forces:R:3
O -0.056835 -1.931713 1.155410 -1.899 4.611 0.651
N 0.541718 1.083562 -0.932492 7.595 1.312 -11.747
N -0.338848 -0.856141 0.596372 1.349 -3.622 -1.222
N -0.698737 0.510454 1.034122 0.621 -2.004 -0.143
C -0.146644 0.810885 -0.128205 -7.660 -2.339 11.429
H 0.699345 0.382953 -1.725207 -0.005 2.041 1.033
```
Positions in Å, forces in eV/Å.

* frontier orbital gap: 8.5 eV
* energy relative to the best compared isomer or geometry (same formula, charge and spin): 170.8 kcal per mole
* LUMO: -0.60 eV



Entry 7:
CHN3O2 in the gas phase in a non-equilibrium geometry, computed with ωB97M-V with the def2-TZVPD basis set.

```
7
Properties=species:S:1:pos:R:3:forces:R:3
O 0.184940 -0.832843 0.173799 4.020 -4.203 0.304
O 2.268065 -0.009471 -0.151451 -4.716 2.605 1.474
N 0.157095 1.298912 0.147649 -0.498 1.298 -1.450
N -0.970842 -0.421032 -0.128156 0.328 -6.034 0.278
N -1.030827 0.735710 -0.137122 -1.203 10.510 0.592
C 1.063796 0.313169 0.071756 3.887 -3.335 -0.949
H -1.672224 -1.084444 0.023524 -1.818 -0.840 -0.248
```
Positions in Å, forces in eV/Å.

* frontier orbital gap: 10.6 eV
* energy relative to the best compared isomer or geometry (same formula, charge and spin): 79.9 kcal per mole
* LUMO: 0.10 eV



Entry 8:
CHN3O3 in the gas phase in a non-equilibrium geometry, computed with ωB97M-V with the def2-TZVPD basis set.

```
8
Properties=species:S:1:pos:R:3:forces:R:3
O 1.893948 -0.352496 0.061705 2.924 -0.960 -0.350
O -1.239635 1.115785 -0.117961 2.289 -0.699 -0.538
O -0.428109 -0.951273 -0.165884 -1.205 -1.740 -0.165
N -2.181616 0.249443 0.108568 -2.927 -3.937 1.993
N -1.802811 -0.965886 0.245173 -0.546 3.745 -1.884
N 1.036629 0.721150 0.321453 -0.535 0.688 -2.658
C -0.109304 0.302873 -0.121861 3.061 2.444 2.188
H 2.830900 -0.119594 -0.331193 -3.062 0.459 1.413
```
Positions in Å, forces in eV/Å.

* frontier orbital gap: 9.7 eV
* energy relative to the best compared isomer or geometry (same formula, charge and spin): 54.0 kcal per mole
* LUMO: -0.06 eV



Entry 9:
CHN3O3S in the gas phase in a non-equilibrium geometry, computed with ωB97M-V with the def2-TZVPD basis set.

```
9
Properties=species:S:1:pos:R:3:forces:R:3
S 0.094036 -0.031665 -0.663073 -1.055 -1.246 -6.707
O 0.356791 2.723543 1.083219 -0.412 -2.125 0.059
O -0.920021 1.365712 -0.024933 -6.607 1.670 -1.345
O 1.028237 -1.248962 -1.190449 1.605 -1.653 -1.292
N -1.168489 -1.821435 0.962637 0.065 -0.741 -0.119
N 0.066955 1.609870 0.648453 3.092 3.710 1.930
N 0.786900 0.541527 0.557418 6.643 1.530 4.311
C -0.595049 -1.235938 0.157852 -4.793 -1.772 2.948
H 0.350637 -1.902652 -1.531127 1.463 0.627 0.215
```
Positions in Å, forces in eV/Å.

* frontier orbital gap: 9.9 eV
* energy relative to the best compared isomer or geometry (same formula, charge and spin): 220.5 kcal per mole
* LUMO: -0.76 eV



Entry 10:
A molecular structure, CHN4O in a non-equilibrium geometry, computed with ωB97M-V with the def2-TZVPD basis set.

```
7
Properties=species:S:1:pos:R:3:forces:R:3
O -0.300316 -0.304357 1.965346 -1.146 -0.683 2.182
N 1.275681 -0.048977 0.420021 0.837 -0.199 0.540
N 1.426592 0.212864 -0.825741 -0.412 0.469 0.644
N -0.116519 -0.124659 0.755905 1.626 0.367 -1.421
N 0.429268 0.428364 -1.533980 -3.610 -1.251 1.798
C -0.882561 0.058060 -0.241266 4.382 1.511 -3.891
H -1.832146 -0.221296 -0.540285 -1.677 -0.213 0.147
```
Positions in Å, forces in eV/Å.

* frontier orbital gap: 8.8 eV
* energy relative to the best compared isomer or geometry (same formula, charge and spin): 58.1 kcal per mole
* LUMO: 4.82 eV
* charge: -1



Entry 11:
A gas-phase ion, CHN4OS2 (charge -1) in a non-equilibrium geometry, computed with ωB97M-V with the def2-TZVPD basis set.

```
9
Properties=species:S:1:pos:R:3:forces:R:3
S -1.612647 0.478021 -1.652297 -2.460 2.210 -2.989
S 0.487692 1.393907 -0.803392 -0.469 -1.054 0.234
O 1.968206 1.728404 -0.057904 1.145 -1.569 -3.020
N 0.414108 -1.021601 1.051350 -1.081 -0.172 -1.671
N -0.598731 -1.945846 1.031782 -0.951 -1.361 1.456
N -1.090267 -0.654233 -0.546661 1.725 -2.313 2.905
N -1.516859 -1.722193 0.170130 0.049 -0.730 -0.062
C 0.048862 -0.305470 0.021961 2.693 3.755 -0.291
H 1.899637 2.049011 0.785030 -0.650 1.234 3.439
```
Positions in Å, forces in eV/Å.

* frontier orbital gap (alpha / beta): 4.0 / 6.6 eV
* LUMO (alpha / beta): 3.51 / 1.61 eV
* charge: -1
* 2S+1: 3



Entry 12:
A gas-phase ion, CHN4S2 (charge -1) in a non-equilibrium geometry, computed with ωB97M-V with the def2-TZVPD basis set.

```
8
Properties=species:S:1:pos:R:3:forces:R:3
S -1.232606 -0.985924 -2.222584 0.031 0.097 -0.202
S 1.834567 -0.042803 -2.371646 0.678 -0.328 -1.042
N -0.390907 0.200463 1.185184 1.723 -0.178 0.539
N -0.943810 -0.156649 0.163011 -1.916 -1.158 -2.497
N -0.290033 -0.288588 -1.028372 -3.389 -1.035 1.230
N 0.942863 0.107690 -1.050148 2.728 1.651 1.255
C -0.173375 0.777071 2.211977 -0.204 1.650 0.429
H 0.253302 0.388740 3.112579 0.349 -0.699 0.287
```
Positions in Å, forces in eV/Å.

* frontier orbital gap (alpha / beta): 5.5 / 5.5 eV
* energy relative to the best compared isomer or geometry (same formula, charge and spin): 74.4 kcal per mole
* LUMO (alpha / beta): 3.72 / 2.09 eV
* charge: -1
* 2S+1: 3